ORCA calculation (ωB97M-V with the def2-TZVPD basis set) on C32H48AsInN5O6 as an isolated structure.

Structure (XYZ):
```
93
Properties=species:S:1:pos:R:3:lowdin_charge:R:1
In 0.07 -0.12 0.25 0.86
As -0.45 -2.38 -1.03 1.19
O -2.25 -0.10 -0.19 -0.08
O 2.52 5.49 1.32 0.12
O 3.51 2.67 4.35 -0.04
O -1.03 2.14 0.37 -0.17
O -0.10 0.83 -1.81 -0.09
O -1.26 -0.83 2.20 -0.14
N 1.73 -0.88 1.70 0.02
N 0.04 2.67 -3.09 -0.10
N -4.35 0.67 0.17 -0.10
N 1.80 1.41 0.18 0.00
N 3.83 4.55 2.92 0.12
C -0.14 -0.64 4.37 -0.13
C 1.94 -0.55 2.99 -0.26
C -3.04 0.81 0.18 -0.39
C -2.79 -5.91 -4.18 -0.05
C 3.12 4.54 1.77 -0.46
C -0.78 -1.57 3.36 -0.18
C 3.82 2.01 -0.94 0.01
C 3.09 3.26 0.96 -0.10
C -0.22 2.07 -1.95 -0.38
C 3.77 -2.14 1.69 -0.01
C 1.03 -3.56 -1.39 -0.24
C 4.00 3.07 -0.06 0.05
C -4.96 -0.58 -0.29 0.02
C 3.06 -1.01 3.67 0.03
C 0.90 0.26 3.70 -0.13
C -3.57 -5.14 -3.33 -0.05
C -1.33 -2.14 -2.76 -0.27
C -2.43 2.12 0.66 -0.06
C 4.43 3.41 3.56 -0.23
C 2.64 -1.65 1.07 -0.13
C -3.10 -3.92 -2.87 -0.07
C -1.07 -4.23 -4.12 -0.06
C -1.54 -5.46 -4.58 -0.05
C -1.58 -3.45 0.11 -0.22
C 3.98 -1.81 3.02 0.01
C 0.53 1.92 -4.24 0.02
C -0.67 2.94 -0.77 -0.05
C -0.02 4.13 -3.29 0.02
C 2.70 1.22 -0.80 -0.11
C 2.02 2.39 1.07 -0.05
C -5.29 1.70 0.62 0.01
C -1.85 -3.46 -3.26 -0.33
H 2.49 0.43 -1.51 0.12
H -1.50 3.57 -1.05 0.14
H -1.98 -0.26 2.49 0.11
H 2.45 -1.86 0.03 0.08
H 3.21 -0.72 4.70 0.14
H 0.97 4.56 -3.20 0.12
H 4.86 -2.17 3.54 0.13
H -1.60 -2.14 3.79 0.14
H -0.56 -1.72 -3.41 0.08
H -5.84 2.09 -0.23 0.12
H 1.77 -3.08 -2.04 0.05
H 1.27 2.53 1.84 0.13
H -2.92 2.97 0.18 0.14
H 0.15 3.59 -0.48 0.15
H -4.24 -1.15 -0.88 0.07
H 3.83 5.44 3.41 0.17
H 0.65 -4.45 -1.90 0.05
H -4.79 2.51 1.13 0.09
H 3.30 3.19 5.14 0.10
H -0.05 -2.27 2.97 0.12
H -0.94 -6.05 -5.25 0.12
H -0.68 4.61 -2.58 0.09
H -0.90 -0.01 4.86 0.13
H -6.00 1.24 1.31 0.11
H 1.37 0.92 4.42 0.12
H -1.92 -4.32 -0.46 0.05
H -0.41 4.32 -4.29 0.11
H -2.11 -1.39 -2.62 0.08
H 0.31 -1.24 5.15 0.14
H -4.55 -5.49 -3.03 0.12
H -0.15 2.06 -5.08 0.11
H 1.50 -3.86 -0.46 0.04
H 1.52 2.29 -4.52 0.11
H -2.43 -2.87 0.45 0.03
H -5.82 -0.34 -0.91 0.11
H -0.11 -3.87 -4.45 0.12
H 5.28 3.75 4.15 0.14
H -2.55 2.23 1.74 0.16
H -3.16 -6.86 -4.54 0.12
H 4.52 1.83 -1.75 0.13
H 4.47 -2.75 1.14 0.13
H -0.99 -3.78 0.96 0.04
H -5.29 -1.17 0.56 0.11
H 0.59 0.86 -4.00 0.08
H -3.72 -3.31 -2.22 0.11
H 4.84 3.75 -0.18 0.15
H 4.78 2.72 2.80 0.13
H 0.40 0.90 2.96 0.09
```

The calculation puts the HOMO energy at -15.4 eV. For the energy relative to the best compared isomer or geometry (same formula, charge and spin), the calculation gives 0.836 eV. The net charge is +3. The value obtained for the gap between HOMO and LUMO is 7.625 eV. As for the LUMO energy: -7.770 eV.



ORCA calculation (ωB97M-V with the def2-TZVPD basis set) on a 2-piece molecular cluster, C4H6N2O2 overall at a distorted geometry.

Structure (XYZ):
```
14
Properties=species:S:1:pos:R:3:nbo_charge:R:1
O 2.13 -0.06 -0.87 -0.61
O -2.53 0.39 0.60 -0.49
N -0.68 -0.57 -1.81 -0.89
N -1.14 0.37 0.48 -0.07
C 0.94 0.49 1.32 -0.38
C -0.37 0.83 1.40 -0.04
C 1.05 -0.04 -0.03 0.18
C -0.21 -0.11 -0.54 0.17
H 1.89 0.54 1.86 0.23
H 0.16 -0.35 -2.74 0.41
H -0.90 -1.69 -1.89 0.38
H -2.81 0.21 -0.32 0.49
H -0.59 0.90 2.58 0.22
H 3.07 -0.89 -0.03 0.41
```

The calculation puts the HOMO energy at -8.0 eV. For the energy relative to the best compared isomer or geometry (same formula, charge and spin), the calculation gives 8.471 eV. The value obtained for the gap between HOMO and LUMO is 7.313 eV. As for the LUMO energy: -0.696 eV.



ORCA calculation (ωB97M-V with the def2-TZVPD basis set) on C45H58Cl4N6O6PPbSi as an isolated structure.

Structure (XYZ):
```
122
Properties=species:S:1:pos:R:3:lowdin_charge:R:1
Pb -1.82 -1.35 1.63 1.26
Cl -1.79 -3.68 4.68 0.39
Cl -0.58 -0.61 5.25 0.32
Cl -3.86 -1.14 4.86 0.38
Cl 1.52 6.37 -3.48 0.68
P -0.91 1.61 1.43 0.76
Si -2.00 -1.70 4.29 -0.78
O 5.27 -1.71 -2.54 -0.02
O -1.20 3.18 1.55 -0.26
O 0.23 1.37 2.52 -0.35
O -0.13 1.62 0.03 -0.28
O -6.15 -0.51 1.42 0.10
O -1.65 -5.74 1.28 0.10
N 2.58 -1.08 -0.08 -0.04
N 2.80 -0.97 1.27 0.16
N -3.64 -2.91 1.62 0.02
N -3.87 -0.30 1.21 -0.04
N -1.13 -3.51 1.08 -0.03
N 0.61 -1.14 0.84 0.00
C -4.88 -2.46 1.66 -0.20
C 1.27 -1.15 -0.31 -0.13
C -4.16 1.17 -0.68 -0.23
C 2.13 1.95 3.87 -0.05
C -1.96 -4.56 1.33 -0.50
C -0.87 3.18 -1.71 -0.04
C 2.39 -4.56 0.58 -0.03
C -1.07 -3.53 -1.73 -0.02
C -4.36 1.84 3.07 -0.05
C 0.15 -3.91 -0.93 -0.22
C -3.39 -4.21 1.62 -0.21
C 4.36 1.64 -0.99 -0.11
C 3.77 -1.45 -0.89 -0.01
C 2.87 3.65 -0.89 -0.04
C 2.14 0.36 -3.15 -0.03
C 3.21 4.25 -3.56 -0.09
C 2.44 -4.63 -0.81 -0.08
C 5.01 0.56 -1.86 -0.10
C -4.00 0.00 -1.60 -0.03
C -5.03 -1.00 1.43 -0.49
C 2.22 4.75 -1.43 -0.12
C 3.85 3.16 -3.00 -0.05
C -4.47 2.43 -1.18 -0.04
C -5.70 -4.68 1.85 0.01
C 3.24 -0.68 -3.38 -0.49
C 2.62 -2.07 -3.61 -0.04
C 3.97 -0.32 -4.68 -0.03
C 3.68 2.82 -1.66 -0.22
C -4.71 3.49 -0.33 -0.05
C 1.32 -4.31 -1.55 -0.06
C -0.84 1.75 -1.22 -0.24
C 0.11 -3.85 0.47 -0.25
C -4.05 1.01 0.71 -0.27
C 1.22 -4.18 1.23 -0.21
C 2.37 5.03 -2.78 -0.68
C 1.48 2.11 2.52 -0.26
C -4.65 3.31 1.04 -0.04
C -4.39 -5.14 1.74 0.04
C 4.25 -0.75 -2.20 -0.42
C -1.41 3.85 2.82 -0.26
C 1.60 -1.02 1.77 -0.23
C -4.31 2.07 1.59 -0.22
C -0.86 5.25 2.72 -0.05
C 1.14 -4.20 2.73 -0.03
C -5.96 -3.32 1.79 0.04
H -0.92 3.29 3.62 0.11
H 1.46 2.28 4.67 0.08
H 3.03 2.55 3.91 0.09
H 5.15 2.06 -0.36 0.13
H 0.82 -1.25 -1.29 0.13
H 2.12 -4.35 3.18 0.09
H -3.18 -0.66 -1.29 0.05
H -3.81 0.33 -2.62 0.09
H 2.78 3.45 0.17 0.11
H 3.24 -0.24 -5.49 0.10
H -2.47 3.88 3.03 0.10
H 0.15 3.54 -1.89 0.05
H 1.94 -2.37 -2.81 0.04
H 3.66 1.18 -0.28 0.09
H 3.35 -4.95 -1.30 0.12
H -4.91 -0.61 -1.60 0.10
H -1.08 5.80 3.64 0.09
H -4.98 4.46 -0.73 0.11
H -1.91 -4.19 -1.51 0.09
H 3.68 -2.50 -1.13 0.11
H -6.51 -5.39 1.96 0.12
H 0.22 5.25 2.57 0.07
H -1.85 1.35 -1.11 0.08
H 2.05 -2.06 -4.54 0.10
H -4.90 4.13 1.71 0.12
H -0.31 1.11 -1.93 0.10
H 0.48 -5.01 3.07 0.08
H -1.43 3.23 -2.64 0.09
H -1.35 3.83 -0.97 0.08
H 4.58 -1.36 -0.18 0.14
H 1.59 5.38 -0.82 0.11
H 3.39 -2.84 -3.69 0.10
H 2.10 1.73 1.72 0.09
H 3.27 -4.82 1.17 0.12
H -4.65 2.75 3.60 0.09
H -1.40 -2.51 -1.50 0.06
H 4.50 0.64 -4.62 0.07
H 4.69 -1.10 -4.97 0.09
H -0.86 -3.58 -2.80 0.09
H -6.96 -2.91 1.81 0.13
H -3.40 1.51 3.47 0.06
H 0.72 -3.27 3.13 0.03
H -1.32 5.78 1.88 0.09
H 5.88 0.20 -1.31 0.13
H 5.40 0.99 -2.78 0.10
H 1.26 3.16 2.32 0.10
H 1.21 0.01 -3.61 0.09
H 5.86 -1.31 -3.18 0.10
H -4.55 2.56 -2.25 0.12
H 2.41 0.91 4.05 0.07
H 2.38 1.31 -3.62 0.07
H 3.34 4.49 -4.61 0.11
H 1.35 -4.39 -2.64 0.11
H 1.95 0.58 -2.10 0.06
H -5.09 1.06 3.30 0.06
H -4.13 -6.19 1.73 0.13
H 4.51 2.57 -3.64 0.10
H 1.42 -0.96 2.84 0.10
```

The calculation puts the HOMO energy at -11.0 eV. For the energy relative to the best compared isomer or geometry (same formula, charge and spin), the calculation gives 0.715 eV. The net charge is +1. The value obtained for the gap between HOMO and LUMO is 5.809 eV. As for the LUMO energy: -5.184 eV.



ORCA calculation (ωB97M-V with the def2-TZVPD basis set) on C42H34F3O2S2V as an isolated structure at a distorted geometry.

Structure (XYZ):
```
84
Properties=species:S:1:pos:R:3:lowdin_charge:R:1
V 0.90 1.86 2.36 1.22
S 1.04 -1.04 0.49 1.31
S -1.34 1.76 -0.45 1.33
F -0.32 2.86 3.00 -0.21
F 1.91 2.32 -0.12 0.18
F 1.40 4.11 1.01 0.20
O -0.21 3.09 -0.02 -0.12
O 1.11 0.34 1.62 -0.50
C -4.50 -1.68 -2.46 0.00
C 3.22 1.17 3.55 -0.01
C -0.47 1.10 -1.80 -0.34
C 0.11 -0.94 -2.95 -0.11
C 0.70 -2.95 -4.16 -0.01
C -0.51 -0.29 -1.86 -0.19
C 4.40 1.23 2.82 -0.21
C -3.22 -1.25 -2.27 0.02
C 0.17 1.90 -2.78 -0.05
C -2.71 2.63 -0.89 -0.42
C -5.18 -2.36 -1.43 0.02
C 0.09 -2.36 -3.09 0.00
C 3.23 -4.32 2.63 -0.20
C 0.96 2.95 0.54 -0.63
C 3.93 -5.47 3.29 0.00
C 0.76 -0.15 -3.94 -0.12
C 4.81 2.51 2.39 0.09
C 1.87 -2.22 1.44 -0.43
C -1.31 -2.09 1.46 -0.02
C -3.80 2.46 0.00 -0.04
C 3.32 -4.11 1.26 0.02
C 2.43 2.34 3.78 -0.20
C -4.01 4.06 -2.30 0.03
C -2.60 -2.45 1.25 0.04
C 1.38 -0.80 -5.04 0.02
C -6.41 4.57 -1.75 0.01
C -2.56 -1.50 -1.04 -0.10
C -5.12 3.88 -1.44 -0.18
C -2.81 3.44 -2.05 0.00
C 0.78 1.26 -3.82 0.04
C -4.58 -2.60 -0.22 0.02
C 2.89 3.62 3.32 -0.03
C -1.22 -1.09 -0.81 -0.17
C 1.77 -2.39 2.82 -0.08
C -0.62 -1.42 0.41 -0.37
C 1.34 -2.16 -5.15 0.00
C 4.07 3.68 2.63 0.02
C -4.99 3.07 -0.30 0.02
C -3.26 -2.18 0.00 -0.11
C 2.46 -3.43 3.40 0.01
C 5.24 0.02 2.56 0.00
C 2.67 -3.05 0.64 -0.05
H 1.28 1.84 -4.58 0.14
H -5.00 -1.51 -3.41 0.13
H -1.98 3.58 -2.72 0.12
H -3.70 1.85 0.88 0.12
H 6.25 0.17 2.94 0.12
H -7.26 4.04 -1.32 0.10
H -5.11 -3.13 0.57 0.14
H -5.84 2.94 0.35 0.14
H 1.73 2.33 4.63 0.16
H 1.87 -0.20 -5.80 0.14
H 4.83 -0.86 3.03 0.09
H 2.39 -3.58 4.47 0.14
H -6.38 5.57 -1.30 0.12
H 2.91 0.24 4.00 0.13
H 0.20 2.97 -2.70 0.12
H 4.62 -5.97 2.62 0.10
H 0.67 -4.02 -4.28 0.13
H 3.93 -4.78 0.65 0.14
H 5.76 2.60 1.87 0.16
H 4.47 -5.14 4.18 0.10
H -4.11 4.69 -3.17 0.14
H -0.42 -2.97 -2.35 0.13
H 1.16 -1.74 3.43 0.11
H 5.33 -0.16 1.48 0.11
H -6.20 -2.70 -1.60 0.14
H -3.15 -2.97 2.02 0.14
H 2.78 -2.89 -0.42 0.12
H 4.47 4.63 2.30 0.15
H 2.32 4.51 3.56 0.15
H 3.19 -6.20 3.62 0.11
H -2.70 -0.74 -3.07 0.13
H -0.81 -2.36 2.37 0.11
H 1.81 -2.65 -5.99 0.13
H -6.55 4.69 -2.82 0.11
```

The calculation puts the HOMO energy at -18.2 eV. The net charge is +4. The value obtained for the gap between HOMO and LUMO is 4.207 eV. As for the LUMO energy: -14.006 eV.



ORCA calculation (ωB97M-V with the def2-TZVPD basis set) on C25H35N2O25S4 as an isolated structure at a distorted geometry.

Structure (XYZ):
```
91
Properties=species:S:1:pos:R:3:lowdin_charge:R:1
S -4.11 -1.72 0.27 0.77
S 4.61 -0.10 0.22 0.73
S -1.26 0.48 -1.18 0.48
S 0.07 -1.87 -0.77 0.50
O 6.35 2.64 -1.01 0.03
O 2.71 -4.76 4.81 0.06
O -3.47 4.68 -4.64 0.06
O 5.69 2.84 -3.12 0.06
O 0.29 1.18 9.35 0.05
O 0.15 3.39 9.71 0.15
O -4.44 2.68 -4.61 0.05
O -1.47 -0.03 -2.51 -0.33
O 2.18 1.54 -5.48 0.05
O -6.61 -0.70 -4.69 0.05
O 3.53 -0.23 -5.09 0.16
O 2.79 -2.69 3.92 0.17
O 4.43 -3.43 5.28 0.06
O 6.29 0.82 -2.33 0.14
O -0.74 1.81 -1.06 -0.30
O -5.91 -2.74 -4.17 0.06
O -2.32 -1.64 3.65 0.06
O -1.50 2.29 8.64 0.06
O -0.88 -2.74 -1.43 -0.34
O -3.01 -0.65 5.55 0.13
O 1.34 -0.52 -5.49 0.05
O -2.27 2.86 -4.04 0.18
O -0.84 -1.12 5.21 0.04
O -7.21 -2.44 -5.99 0.14
O 0.79 -2.50 0.33 -0.34
N -0.57 -0.52 -0.18 -0.32
N -2.87 0.61 -0.51 -0.03
C 3.26 -3.54 4.60 -0.55
C -5.18 -1.85 -3.31 -0.11
C -5.50 3.61 -4.80 -0.12
C -0.31 2.39 9.27 -0.58
C 3.55 -1.16 -0.79 -0.56
C 3.66 -5.58 5.48 -0.12
C 1.28 -1.37 -1.96 -0.25
C -3.28 3.36 -4.39 -0.56
C -1.03 -1.85 3.04 -0.09
C -3.40 -0.40 -0.18 -0.85
C 0.85 1.68 -5.96 -0.11
C -0.65 0.18 8.93 -0.11
C 2.46 0.22 -5.33 -0.58
C 0.21 0.37 -5.52 -0.10
C 6.24 4.04 -1.26 -0.12
C -4.75 4.85 -5.26 -0.12
C 2.32 -0.43 -1.33 -0.28
C 6.13 1.98 -2.17 -0.59
C -6.62 -2.01 -5.04 -0.59
C 5.37 4.08 -2.50 -0.12
C -0.12 -1.93 4.25 -0.10
C -2.14 -1.10 4.86 -0.59
C -6.01 -0.59 -3.39 -0.11
C 4.55 -4.56 6.15 -0.12
C -1.61 0.98 8.06 -0.11
H -6.81 -0.57 -2.64 0.13
H 0.88 1.77 -7.05 0.13
H -1.03 -2.76 2.44 0.13
H -4.61 4.87 -6.34 0.13
H 7.23 4.45 -1.44 0.13
H 2.64 0.32 -2.08 0.11
H -5.42 0.32 -3.32 0.12
H 4.18 -1.55 -1.59 0.08
H 4.30 4.09 -2.26 0.13
H 3.22 -1.98 -0.15 0.06
H -0.79 -1.01 2.39 0.11
H -0.04 -2.94 4.65 0.13
H -6.00 3.77 -3.84 0.13
H 1.86 0.12 -0.51 0.09
H 0.38 2.56 -5.53 0.13
H -1.29 1.02 7.02 0.12
H 5.80 4.53 -0.39 0.13
H 4.19 -4.28 7.14 0.13
H 0.73 -0.84 -2.73 0.07
H -4.17 -1.71 -3.71 0.14
H 5.60 4.90 -3.17 0.13
H -1.14 -0.23 9.82 0.13
H -5.19 5.79 -4.93 0.13
H 1.72 -2.26 -2.40 0.12
H -0.55 0.00 -6.21 0.13
H -2.64 0.64 8.10 0.13
H 4.20 -6.17 4.73 0.13
H -0.22 0.44 -4.52 0.10
H 0.87 -1.53 4.08 0.11
H 3.76 0.00 1.25 -0.14
H 3.15 -6.25 6.17 0.13
H 5.59 -4.85 6.23 0.13
H -5.11 -2.24 -2.30 0.08
H -0.15 -0.62 8.39 0.13
H -6.21 3.23 -5.52 0.13
```

The calculation puts the HOMO energy at -6.2 eV. The net charge is -1. The value obtained for the gap between HOMO and LUMO is 8.098 eV. As for the LUMO energy: 1.851 eV.